[1]
Density functional theory data (wB97M-V/def2-TZVPD) for 15 unconnected molecules or ions with the total composition C29H71BrO17.

Computed properties:
Orbital gap, eV: 7.44
Calculated total energy, eV: -136068.942
Energy above the lowest of the compared OMol25 structures with the same formula, charge and spin, kJ/mol: 0.00

```
! RIJCOSX wB97M-V def2-TZVPD def2/J DEFGRID3
* xyz 0 1
C -4.494 4.297 -1.450
C -3.527 4.855 -2.492
C -2.045 4.593 -2.238
Br -1.350 5.742 -0.821
C -1.684 3.162 -2.050
C -1.727 2.304 -1.022
C -2.203 2.537 0.373
C -1.690 1.555 1.410
C -2.162 0.244 1.485
C -1.664 -0.657 2.418
C -0.685 -0.252 3.334
C -0.161 -1.216 4.362
C -0.223 1.061 3.278
C -0.714 1.955 2.321
C -1.161 1.033 -1.547
O -0.891 0.014 -1.002
O -0.902 1.159 -2.900
C -1.119 2.472 -3.234
O -0.889 2.916 -4.303
H -5.400 4.891 -1.479
H -4.742 3.259 -1.655
H -4.075 4.425 -0.458
H -3.639 5.938 -2.490
H -3.786 4.544 -3.500
H -1.517 4.912 -3.128
H -3.290 2.507 0.412
H -1.919 3.537 0.683
H -2.923 -0.098 0.796
H -2.026 -1.674 2.432
H -0.988 -1.478 5.017
H 0.281 -2.099 3.913
H 0.571 -0.736 5.000
H 0.538 1.397 3.968
H -0.336 2.967 2.288
C 2.807 -1.087 -2.012
O 1.880 -1.884 -1.283
H 3.791 -1.541 -1.923
H 2.520 -1.049 -3.066
H 2.835 -0.074 -1.599
H 1.020 -1.463 -1.379
C -2.309 -3.185 -2.839
O -1.125 -2.428 -2.611
H -1.999 -4.101 -3.336
H -2.788 -3.432 -1.887
H -3.024 -2.667 -3.484
H -1.362 -1.611 -2.158
C 2.254 -0.580 8.224
O 2.281 -0.974 6.845
H 1.218 -0.564 8.552
H 2.810 -1.301 8.830
H 2.680 0.415 8.345
H 3.202 -0.987 6.572
C -5.578 0.191 -2.857
O -4.533 0.193 -1.887
H -6.522 0.169 -2.318
H -5.544 1.092 -3.474
H -5.516 -0.690 -3.500
H -3.699 0.210 -2.363
C 2.856 -2.520 -6.032
O 1.606 -3.174 -5.803
H 3.092 -2.601 -7.087
H 2.789 -1.463 -5.768
H 3.648 -2.998 -5.447
H 1.397 -3.095 -4.867
C -0.930 -5.001 -0.047
O -0.898 -3.620 0.291
H -1.442 -5.532 0.752
H -1.472 -5.150 -0.985
H 0.086 -5.388 -0.144
H -0.447 -3.156 -0.425
C -1.472 -1.367 7.817
O -1.257 -1.357 9.221
H -1.692 -0.352 7.493
H -0.576 -1.722 7.298
H -2.322 -2.014 7.570
H -1.059 -2.264 9.489
C -0.657 -5.419 10.502
O -0.840 -4.172 9.834
H -0.596 -5.213 11.567
H -1.500 -6.087 10.317
H 0.268 -5.901 10.180
H -0.893 -4.351 8.890
C 5.365 -0.071 -8.526
O 4.143 -0.284 -7.820
H 5.915 -1.009 -8.525
H 5.169 0.232 -9.553
H 5.966 0.694 -8.032
H 3.662 0.548 -7.824
C 4.222 1.371 0.735
O 2.867 1.815 0.760
H 4.856 2.239 0.576
H 4.490 0.904 1.686
H 4.384 0.662 -0.079
H 2.305 1.048 0.907
C 6.087 3.568 -8.827
O 5.414 2.762 -9.792
H 6.737 2.916 -8.250
H 6.699 4.333 -9.311
H 5.377 4.049 -8.149
H 4.843 3.344 -10.301
C 2.190 -5.538 -2.516
O 3.299 -4.664 -2.337
H 2.540 -6.427 -3.035
H 1.773 -5.826 -1.548
H 1.417 -5.053 -3.119
H 2.975 -3.878 -1.882
C -6.487 3.612 -4.913
O -6.284 4.947 -4.464
H -7.082 3.101 -4.160
H -7.026 3.592 -5.863
H -5.534 3.085 -5.030
H -5.762 5.402 -5.129
C 2.745 3.333 10.151
O 1.981 2.652 9.162
H 3.435 2.613 10.583
H 3.320 4.153 9.712
H 2.104 3.726 10.944
H 1.368 3.284 8.776
*
```

These are the Mulliken partial charges, in e, on atoms 1 to 4: number 1, C, carries -0.9376; number 2, C, carries -0.5037; number 3, C, carries -0.6286; number 4, Br, carries -0.0943

=====

[2]
Density functional theory data (wB97M-V/def2-TZVPD) for 4 unconnected molecules or ions with the total composition C3H15N2O3.

Computed properties:
Orbital gap, eV: 11.36
Calculated total energy, eV: -12470.769
Energy above the lowest of the compared OMol25 structures with the same formula, charge and spin, kJ/mol: 102.87

```
! RIJCOSX wB97M-V def2-TZVPD def2/J DEFGRID3
* xyz 1 1
C 1.226 2.098 0.884
C -0.038 1.354 1.424
N -0.662 0.665 0.241
C -1.433 -0.383 0.358
N -2.184 -0.831 -0.618
H 1.344 2.264 -0.222
H 1.169 3.105 1.227
H 2.010 1.352 0.924
H 0.283 0.621 2.172
H -0.799 2.056 1.796
H -0.448 1.110 -0.638
H -1.422 -0.834 1.349
H -2.196 -0.317 -1.522
H -2.739 -1.651 -0.441
H 2.575 -1.130 -1.003
H 1.077 -1.001 -1.283
O 1.781 -0.672 -0.699
H 0.299 -0.163 -3.254
H -0.893 -1.348 -3.434
O -0.464 -0.644 -2.938
H 0.502 -2.244 2.629
H 0.857 -1.587 1.211
O 0.156 -1.819 1.837
*
```

These are the Mulliken partial charges, in e, on atoms 1 to 4: number 1, C, carries -1.1540; number 2, C, carries -0.3826; number 3, N, carries -0.1837; number 4, C, carries 0.1658

=====

[3]
Density functional theory data (wB97M-V/def2-TZVPD) for a molecular structure, C31H40O11S3.

Computed properties:
Orbital gap, eV: 7.84
Calculated total energy, eV: -87784.655
Energy above the lowest of the compared OMol25 structures with the same formula, charge and spin, kJ/mol: 3469.15

```
! RIJCOSX wB97M-V def2-TZVPD def2/J DEFGRID3
* xyz 0 1
C -1.627 0.040 2.851
C -3.020 0.549 3.077
O -3.004 1.366 4.228
S -1.633 1.185 5.063
O -1.829 0.031 5.963
O -1.082 2.350 5.691
O -0.832 0.763 3.688
H -1.298 0.251 1.833
H -1.558 -1.006 3.147
H -3.764 -0.220 3.284
H -3.376 1.114 2.216
C -3.963 3.651 0.346
C -2.539 3.585 1.091
O -2.818 2.832 2.267
S -4.299 3.291 2.889
O -4.199 4.686 3.368
O -4.869 2.231 3.699
O -4.873 3.315 1.370
H -4.114 3.028 -0.535
H -4.244 4.660 0.044
H -2.153 4.558 1.395
H -1.817 3.011 0.511
O -3.314 0.812 1.032
S -2.187 0.944 0.125
O -1.845 2.222 -0.469
O -0.832 0.334 0.761
C 0.436 0.560 0.078
C 1.350 -0.480 0.553
C -2.385 -0.348 -1.221
H 0.928 1.498 0.337
H 0.320 0.478 -1.003
H 1.157 -1.348 -0.077
H 1.203 -0.702 1.610
H 2.397 -0.194 0.452
H -2.352 -1.375 -0.857
H -1.589 -0.175 -1.945
H -3.247 -0.084 -1.834
C -1.591 -2.279 -2.275
C -0.241 -2.493 -2.070
C 0.095 -3.210 -0.969
C -0.835 -3.798 -0.144
C -2.157 -3.603 -0.440
C -2.599 -2.770 -1.444
H -1.786 -1.668 -3.144
H 0.453 -1.932 -2.679
H 1.151 -3.246 -0.747
H -0.539 -4.388 0.710
H -2.976 -4.013 0.132
H -3.646 -2.522 -1.539
C 3.326 3.361 0.410
C 2.335 2.480 -0.041
C 2.717 1.352 -0.798
C 3.990 1.141 -1.218
C 4.948 2.085 -0.803
C 4.663 3.115 0.031
H 2.986 4.155 1.058
H 1.335 2.625 0.342
H 1.860 0.792 -1.141
H 4.251 0.373 -1.931
H 5.988 1.906 -1.031
H 5.441 3.806 0.320
C 1.645 -0.148 -3.229
C 0.650 -0.968 -3.608
C -0.731 -0.553 -3.413
C -0.946 0.718 -2.812
C 0.127 1.496 -2.401
C 1.423 1.065 -2.570
H 2.663 -0.502 -3.296
H 0.909 -1.967 -3.923
H -1.524 -1.280 -3.515
H -1.977 0.989 -2.637
H -0.072 2.472 -1.983
H 2.270 1.625 -2.203
C 3.894 -4.677 -0.250
C 4.233 -3.578 -1.038
C 3.590 -2.369 -0.768
C 2.516 -2.257 0.121
C 2.185 -3.395 0.907
C 2.867 -4.568 0.675
H 4.488 -5.572 -0.365
H 5.084 -3.755 -1.679
H 3.963 -1.470 -1.236
H 2.124 -1.271 0.325
H 1.677 -3.397 1.861
H 2.645 -5.318 1.420
*
```

These are the Mulliken partial charges, in e, on atoms 1 to 4: number 1, C, carries -0.0135; number 2, C, carries 0.4518; number 3, O, carries -0.3371; number 4, S, carries 1.0270

=====

[4]
Density functional theory data (wB97M-V/def2-TZVPD) for a molecular structure, C2H4I2O.

Computed properties:
Orbital gap (spin up / spin down), eV: 8.55 / 6.80
Calculated total energy, eV: -20382.488
Energy above the lowest of the compared OMol25 structures with the same formula, charge and spin, kJ/mol: 454.04

```
! RIJCOSX wB97M-V def2-TZVPD def2/J DEFGRID3
* xyz 0 1
C 0.657 0.273 0.308
C -2.833 -0.556 -0.819
O -0.058 1.115 -0.295
I -3.760 0.992 0.096
I -1.790 -1.987 0.109
H 0.827 0.736 1.321
H 1.632 -0.151 -0.100
H 0.121 -0.670 0.705
H -3.365 -0.913 -1.757
*
```

These are the Mulliken partial charges, in e, on atoms 1 to 4: number 1, C, carries -0.1558; number 2, C, carries -0.6068; number 3, O, carries -0.2971; number 4, I, carries 0.1461

=====

[5]
Density functional theory data (wB97M-V/def2-TZVPD) for 3 unconnected molecules or ions with the total composition C2H10O2S.

Computed properties:
Orbital gap, eV: 9.84
Calculated total energy, eV: -17165.719
Energy above the lowest of the compared OMol25 structures with the same formula, charge and spin, kJ/mol: 74.73
SMILES: CCS.O.O

```
! RIJCOSX wB97M-V def2-TZVPD def2/J DEFGRID3
* xyz 0 1
C 1.975 -2.339 0.235
C 0.759 -1.475 -0.084
S -0.132 -0.875 1.449
H 2.885 -1.827 0.651
H 1.679 -3.124 0.933
H 2.162 -2.835 -0.651
H -0.045 -2.079 -0.655
H 0.928 -0.575 -0.659
H -1.014 -1.884 1.642
O -1.554 1.871 0.588
H -0.707 1.507 0.338
H -1.410 2.450 1.381
O -1.667 4.034 -1.561
H -2.053 4.106 -2.399
H -1.807 3.046 -1.209
*
```

These are the Mulliken partial charges, in e, on atoms 1 to 4: number 1, C, carries -0.9429; number 2, C, carries -0.4404; number 3, S, carries -0.2491; number 4, H, carries 0.2880

=====

[6]
Density functional theory data (wB97M-V/def2-TZVPD) for a molecular structure, C41H35MoN4S3.

Computed properties:
Orbital gap (spin up / spin down), eV: 7.15 / 7.72
Calculated total energy, eV: -83375.200
Expectation value of S²: 2.0143
Energy above the lowest of the compared OMol25 structures with the same formula, charge and spin, kJ/mol: 69.06

```
! RIJCOSX wB97M-V def2-TZVPD def2/J DEFGRID3
* xyz 3 3
Mo 0.527 -0.154 0.306
C 1.713 -1.693 -1.056
C 2.468 -1.433 0.106
C 1.710 -1.868 1.238
C 0.473 -2.375 0.760
C 0.476 -2.243 -0.670
H 2.091 -1.623 -2.071
H 3.527 -1.199 0.129
H 2.125 -2.042 2.228
H -0.202 -3.019 1.318
H -0.235 -2.719 -1.335
N 0.363 1.059 -1.143
S 0.477 2.455 -1.709
N -0.587 3.481 -1.027
S -0.471 4.357 0.271
N -0.156 3.594 1.623
S -0.857 2.252 2.189
N -0.258 1.028 1.485
C -0.448 2.231 3.935
C -0.872 3.218 4.814
C -0.561 3.086 6.159
C 0.184 2.005 6.605
C 0.623 1.040 5.711
C 0.295 1.143 4.370
C -2.621 2.388 1.836
C -3.534 2.854 2.767
C -4.859 3.001 2.383
C -5.248 2.685 1.091
C -4.325 2.198 0.176
C -3.000 2.043 0.547
C 0.851 5.554 0.123
C 1.814 5.687 1.108
C 2.797 6.652 0.953
C 2.805 7.467 -0.170
C 1.839 7.315 -1.154
C 0.851 6.354 -1.012
C -2.027 5.225 0.442
C -2.998 5.241 -0.543
C -4.160 5.965 -0.316
C -4.338 6.656 0.874
C -3.354 6.628 1.853
C -2.189 5.911 1.639
C 2.132 3.104 -1.396
C 2.652 2.833 -0.139
C 3.928 3.268 0.173
C 4.676 3.955 -0.773
C 4.156 4.196 -2.033
C 2.876 3.768 -2.357
C 0.060 2.495 -3.443
C -0.217 1.285 -4.061
C -0.486 1.277 -5.420
C -0.458 2.464 -6.137
C -0.195 3.669 -5.503
C 0.058 3.694 -4.141
H -1.422 4.079 4.471
H -0.905 3.829 6.862
H 0.427 1.917 7.653
H 1.210 0.205 6.057
H 0.606 0.391 3.651
H -3.239 3.082 3.777
H -5.586 3.351 3.100
H -6.279 2.807 0.800
H -4.636 1.935 -0.822
H -2.261 1.656 -0.148
H 1.782 5.046 1.975
H 3.548 6.773 1.717
H 3.561 8.232 -0.271
H 1.843 7.956 -2.023
H 0.080 6.227 -1.756
H -2.847 4.700 -1.463
H -4.923 6.001 -1.077
H -5.240 7.228 1.035
H -3.485 7.177 2.772
H -1.402 5.879 2.377
H 2.052 2.277 0.586
H 4.351 3.063 1.142
H 5.674 4.286 -0.533
H 4.754 4.699 -2.776
H 2.489 3.933 -3.350
H -0.224 0.378 -3.472
H -0.709 0.348 -5.918
H -0.643 2.451 -7.199
H -0.184 4.587 -6.069
H 0.242 4.626 -3.628
*
```

These are the Mulliken partial charges, in e, on atoms 1 to 4: number 1, Mo, carries 1.1240; number 2, C, carries -0.5573; number 3, C, carries -0.0181; number 4, C, carries -0.7311

=====

[7]
Density functional theory data (wB97M-V/def2-TZVPD) for a single C4H9NO4 molecule.

Computed properties:
Orbital gap, eV: 9.72
Calculated total energy, eV: -13972.943
Energy above the lowest of the compared OMol25 structures with the same formula, charge and spin, kJ/mol: 213.61
SMILES: CCNC(O)(O)C(=O)O

```
! RIJCOSX wB97M-V def2-TZVPD def2/J DEFGRID3
* xyz 0 1
C 2.417 0.233 -0.368
C 1.236 0.349 0.706
N 0.283 -0.766 0.641
C -0.928 -0.581 -0.027
O -1.697 -1.665 0.302
O -0.759 -0.569 -1.450
C -1.891 0.671 0.134
O -3.078 0.466 0.171
O -1.339 1.870 0.264
H 2.343 -0.762 -0.832
H 2.304 1.059 -1.068
H 3.511 0.257 0.094
H 0.728 1.288 0.420
H 1.644 0.192 1.751
H 0.486 -1.673 0.227
H -2.633 -1.301 0.494
H -0.498 -1.495 -1.784
H -2.128 2.426 0.326
*
```

These are the Mulliken partial charges, in e, on atoms 1 to 4: number 1, C, carries -1.0025; number 2, C, carries -0.0989; number 3, N, carries -0.2849; number 4, C, carries 0.5026

=====

[8]
Density functional theory data (wB97M-V/def2-TZVPD) for 10 unconnected molecules or ions with the total composition C46H47Cl2N9.

Computed properties:
Orbital gap, eV: 9.64
Calculated total energy, eV: -86918.087
Energy above the lowest of the compared OMol25 structures with the same formula, charge and spin, kJ/mol: 91.71
SMILES: c1ccncc1.c1ccncc1.c1ccncc1.c1ccncc1.c1ccncc1.c1ccncc1.c1ccncc1.c1ccncc1.c1ccncc1.ClCCl

```
! RIJCOSX wB97M-V def2-TZVPD def2/J DEFGRID3
* xyz 0 1
C 2.787 5.598 -0.488
C 1.563 5.506 0.189
C 1.168 4.275 0.639
N 1.843 3.130 0.394
C 2.951 3.222 -0.324
C 3.461 4.440 -0.804
H 3.212 6.550 -0.779
H 0.954 6.388 0.337
H 0.202 4.118 1.108
H 3.554 2.335 -0.456
H 4.417 4.465 -1.306
C 5.179 -3.062 -3.479
C 4.269 -3.298 -4.495
C 2.960 -2.895 -4.311
N 2.511 -2.353 -3.172
C 3.394 -2.164 -2.184
C 4.748 -2.489 -2.302
H 6.231 -3.282 -3.617
H 4.575 -3.776 -5.416
H 2.208 -3.037 -5.078
H 2.934 -1.721 -1.311
H 5.440 -2.301 -1.492
C 4.407 0.908 -5.557
C 3.252 0.533 -4.882
C 2.957 1.126 -3.665
N 3.751 2.051 -3.116
C 4.817 2.446 -3.793
C 5.214 1.891 -5.009
H 4.669 0.539 -6.540
H 2.593 -0.228 -5.279
H 2.084 0.817 -3.106
H 5.433 3.228 -3.362
H 6.097 2.241 -5.524
C 0.516 -6.085 0.338
C -0.793 -6.457 0.152
C -1.777 -5.471 0.212
N -1.477 -4.187 0.367
C -0.208 -3.845 0.655
C 0.814 -4.765 0.662
H 1.313 -6.818 0.329
H -1.058 -7.486 -0.055
H -2.822 -5.688 0.029
H -0.086 -2.802 0.914
H 1.818 -4.443 0.895
C -4.708 0.912 -0.739
C -5.153 2.210 -0.901
C -6.437 2.450 -1.385
N -7.308 1.462 -1.603
C -6.852 0.210 -1.506
C -5.588 -0.115 -1.063
H -3.712 0.626 -0.428
H -4.479 3.000 -0.596
H -6.754 3.476 -1.517
H -7.535 -0.583 -1.788
H -5.276 -1.136 -0.888
C -6.195 -3.281 2.393
C -5.012 -3.166 1.685
C -4.321 -1.960 1.757
N -4.659 -0.968 2.572
C -5.771 -1.108 3.298
C -6.583 -2.238 3.218
H -6.869 -4.123 2.294
H -4.606 -3.997 1.125
H -3.412 -1.864 1.177
H -6.022 -0.300 3.971
H -7.488 -2.277 3.808
C 0.061 1.481 3.101
C -0.894 0.473 3.198
C -1.949 0.692 4.073
N -2.114 1.780 4.809
C -1.192 2.750 4.680
C -0.136 2.672 3.788
H 0.902 1.380 2.427
H -0.745 -0.389 2.562
H -2.680 -0.103 4.183
H -1.330 3.636 5.285
H 0.549 3.495 3.631
C 3.857 -2.291 1.590
C 4.514 -3.511 1.580
C 4.347 -4.325 2.704
N 3.615 -3.984 3.753
C 2.904 -2.849 3.699
C 3.072 -1.942 2.671
H 4.025 -1.585 0.784
H 5.171 -3.826 0.782
H 4.864 -5.279 2.669
H 2.357 -2.581 4.593
H 2.619 -0.960 2.727
C -1.751 3.471 -0.449
C -1.368 4.661 -1.000
C -1.402 5.823 -0.237
N -1.838 5.856 1.018
C -2.178 4.671 1.563
C -2.032 3.449 0.924
H -1.778 2.507 -0.943
H -1.036 4.725 -2.030
H -1.038 6.747 -0.671
H -2.536 4.752 2.581
H -2.276 2.566 1.501
Cl 1.478 -0.139 0.167
C 0.020 0.482 -0.653
Cl -1.357 -0.603 -0.284
H -0.188 1.464 -0.247
H 0.128 0.453 -1.730
*
```

These are the Mulliken partial charges, in e, on atoms 1 to 4: number 1, C, carries -0.5781; number 2, C, carries -1.1235; number 3, C, carries -0.0058; number 4, N, carries 0.1220